(1)
The following is a DFT calculation (ωB97M-V with the def2-TZVPD basis set) of C11H5ClF3N5 in the gas phase.

Calculated values
- HOMO-LUMO gap (eV) = 8.39
- E_LUMO (eV) = -0.796
- SMILES = FC(F)(F)c1ccn2c(-c3cc(Cl)ncn3)cnc2n1

Last column: Mulliken charge in e.
Element x y z (Å)
F1 2.71297 -3.41288 -3.00144  -0.241
C1 2.61583 -3.59164 -1.63910  0.804
F2 3.89233 -3.47344 -1.09241  -0.246
F3 2.19229 -4.85741 -1.37863  -0.231
C2 1.71974 -2.50245 -1.02990  0.384
C3 1.72482 -1.11731 -1.54070  -0.927
C4 0.89990 -0.16132 -0.99036  0.180
N1 0.06840 -0.58387 0.04599  0.100
C5 -0.79538 0.17147 0.81658  0.182
C6 -1.20088 1.55076 0.65839  1.182
C7 -1.79941 2.22990 1.69528  -0.699
C8 -2.06227 3.53605 1.56643  0.370
Cl1 -2.82991 4.42264 2.81568  -0.164
N2 -1.87393 4.19955 0.38367  -0.551
C9 -1.38323 3.47653 -0.63606  -0.137
N3 -0.96913 2.21030 -0.48563  -0.534
C10 -1.28601 -0.72565 1.74475  -0.761
N4 -0.68621 -1.97791 1.62347  -0.671
C11 0.08664 -1.85262 0.56866  0.379
N5 0.84188 -2.83725 -0.05625  -0.529
H1 2.37808 -0.82495 -2.31757  0.429
H2 0.86292 0.84217 -1.34776  0.445
H3 -1.92930 1.86565 2.67077  0.402
H4 -1.17040 3.94896 -1.58261  0.430
H5 -2.00973 -0.53529 2.50875  0.405

(2)
The following is a DFT calculation (ωB97M-V with the def2-TZVPD basis set) of a molecular structure, C11H5DyN2O5.

Calculated values
- HOMO-LUMO gap (alpha / beta) (eV) = 5.74 / 6.00
- E_LUMO (alpha / beta) (eV) = -10.759 / -10.583
- spin multiplicity = 6
- total charge = +2
- expectation value of S² = 9.32

Last column: Mulliken charge in e.
Element x y z (Å)
O1 -0.14139 0.04872 -6.92998  -0.111
C1 0.11952 0.05411 -5.82699  0.102
Dy1 -0.72542 0.02474 -0.90825  -0.566
O2 1.80279 0.03011 -3.10179  -0.083
C2 0.88038 0.03258 -2.40704  0.582
C3 -2.91183 0.00590 -0.55968  0.579
O3 -4.02370 0.00618 -0.24798  -0.118
C4 -1.00130 -2.09116 -1.44874  0.574
O4 -1.08586 -3.22675 -1.64343  -0.102
C5 -1.03595 2.13130 -1.49663  0.572
O5 -1.15152 3.26096 -1.70802  -0.103
H1 -1.73993 -0.00124 -2.93758  0.055
N1 3.86668 -1.89278 3.04360  -0.314
C6 2.88986 -1.29342 2.77701  -0.389
C7 1.70340 -0.55872 2.47574  0.185
C8 1.06091 0.21145 3.45756  0.005
C9 -0.11574 0.93473 3.14552  -0.918
C10 -0.63646 0.88330 1.87055  -0.156
N2 0.08221 0.10686 1.02671  -0.239
C11 1.20272 -0.63158 1.18102  0.178
H2 1.46086 0.25215 4.44786  0.588
H3 -0.61288 1.51657 3.86708  0.466
H4 -1.50198 1.37982 1.54127  0.579
H5 1.61464 -1.18383 0.38219  0.634

(3)
The following is a DFT calculation (ωB97M-V with the def2-TZVPD basis set) of a molecular structure, C11H5N5O11SeTi.

Calculated values
- HOMO-LUMO gap (alpha / beta) (eV) = 7.46 / 6.48
- E_LUMO (alpha / beta) (eV) = 1.563 / 0.961
- spin multiplicity = 2
- total charge = -1
- expectation value of S² = 0.75

Last column: Mulliken charge in e.
Element x y z (Å)
Ti1 0.55551 -1.33364 1.21097  0.116
O1 -2.52486 1.51057 5.26868  -0.536
C1 -2.17415 2.38267 4.33574  0.417
O2 -2.57194 3.52164 4.34771  -0.616
C2 -1.21987 1.91585 3.29415  0.444
C3 -0.71731 2.72131 2.28050  -0.529
N1 0.09899 1.96458 1.53169  0.020
N2 0.17365 0.72706 2.01065  -0.069
C4 -0.61145 0.66409 3.06713  0.004
C5 -0.73379 -0.68977 3.68948  1.011
O3 -1.33615 -0.83345 4.74819  -0.803
O4 -0.16985 -1.61409 3.00685  -0.517
H1 -2.12008 0.60648 5.12968  0.461
H2 -0.89898 3.75711 2.07218  0.522
H3 0.64066 2.19654 0.70709  0.225
O5 -0.93960 -2.72206 -5.45448  -0.641
N3 -0.14088 -1.80988 -5.34947  1.008
O6 0.36313 -1.22602 -6.29238  -0.641
C6 0.22203 -1.38113 -4.01592  -0.261
C7 1.11093 -0.33175 -3.87220  -0.586
C8 1.43818 0.08298 -2.59360  -0.220
C9 0.94675 -0.56039 -1.43500  1.265
O7 1.32822 -0.25968 -0.24764  -0.460
C10 0.01028 -1.61079 -1.65248  0.718
C11 -0.34991 -2.02043 -2.91027  -0.813
N4 -0.60727 -2.24316 -0.51340  -0.116
O8 0.47241 -2.85572 0.24435  -0.439
O9 -1.08071 -1.19003 0.32498  -0.434
N5 2.27959 1.25557 -2.45185  0.908
O10 3.14549 1.43310 -3.28633  -0.601
O11 2.03289 2.01752 -1.53449  -0.560
H4 1.52997 0.16510 -4.73366  0.562
H5 -1.06606 -2.81719 -3.03823  0.521
Se1 2.91416 -1.42299 2.11137  -0.361

(4)
The following is a DFT calculation (ωB97M-V with the def2-TZVPD basis set) of 27 unconnected molecules or ions with the total composition C11H63FIN2O28S2.

Calculated values
- HOMO-LUMO gap (eV) = 6.73
- E_LUMO (eV) = -5.094
- total charge = +1

Last column: Mulliken charge in e.
Element x y z (Å)
C1 4.77338 1.82608 -1.63052  -0.866
C2 3.31130 2.48630 -1.17749  0.109
C3 2.66215 1.45222 -0.08280  -1.480
I1 4.08391 1.33709 1.59809  0.174
C4 1.12095 1.79276 0.36528  0.703
N1 0.71072 2.44299 1.69212  0.261
C5 -0.76764 2.69254 2.05324  -0.558
O1 -1.07540 3.29956 3.36846  -0.469
C6 -2.03135 2.29395 1.05721  0.758
C7 -3.62358 2.55035 1.48847  -0.534
C8 -4.25094 1.02042 1.72813  0.453
O2 -3.53062 0.25251 2.58932  -0.408
F1 -5.47936 0.52307 1.04971  -0.239
C9 -1.69113 1.59251 -0.38505  0.029
N2 -2.68828 1.11811 -1.41892  -0.307
C10 -3.44832 2.18614 -1.90494  0.277
S1 -4.82980 3.17216 -2.21336  -0.152
C11 -0.07040 1.35538 -0.72219  0.118
S2 0.32754 0.56052 -2.41303  -0.012
H1 4.94629 1.90171 -2.78584  0.269
H2 5.61986 2.41867 -1.07012  0.287
H3 4.83009 0.67807 -1.32760  0.186
H4 2.58627 2.58868 -2.11316  0.122
H5 3.51516 3.50108 -0.63069  0.282
H6 2.63798 0.36364 -0.55830  0.514
H7 1.43362 2.70287 2.39999  0.251
H8 -1.08334 4.30333 3.31453  0.307
H9 -3.72982 3.16948 2.48680  0.339
H10 -4.21502 3.13288 0.64898  0.195
H11 -0.29507 1.46277 -3.33403  0.202
O3 -0.50203 -1.98930 0.41888  -0.429
H12 -0.82657 -1.08294 0.30930  0.150
H13 -1.30947 -2.52297 0.46606  0.319
O4 -3.60598 2.88809 5.03027  -0.615
H14 -3.49733 1.96612 5.30775  0.375
H15 -2.73476 3.13241 4.68349  0.318
O5 1.56920 -4.14036 1.47870  -0.586
H16 2.08557 -4.08419 2.29664  0.298
H17 0.90716 -3.43884 1.57117  0.277
O6 -3.50203 -2.78895 -0.64318  -0.524
H18 -3.82657 -1.88259 -0.75276  0.223
H19 -4.30947 -3.32262 -0.59601  0.269
O7 1.56145 4.61744 -2.53332  -0.526
H20 1.06642 5.15793 -1.89958  0.274
H21 1.03406 4.66619 -3.34477  0.290
O8 4.12043 2.71509 4.83788  -0.585
H22 4.87593 2.14159 5.03569  0.310
H23 3.66557 2.80488 5.68877  0.296
O9 -0.64226 -0.22863 4.27259  -0.636
H24 -0.85330 0.71367 4.19291  0.305
H25 -1.14251 -0.64222 3.55309  0.329
O10 0.96920 -5.74025 -1.15022  -0.645
H26 1.48557 -5.68408 -0.33227  0.271
H27 0.30716 -5.03874 -1.05775  0.298
O11 -5.77804 -2.31486 -1.77387  -0.440
H28 -5.51982 -1.38548 -1.68221  0.204
H29 -6.64021 -2.36274 -1.33416  0.297
O12 -1.93723 -5.89429 -0.14781  -0.596
H30 -2.21294 -5.85138 -1.07569  0.282
H31 -1.07046 -6.32627 -0.18088  0.329
O13 -6.33889 0.31219 -2.13025  -0.487
H32 -6.08068 1.24156 -2.03859  0.157
H33 -7.20106 0.26431 -1.69054  0.306
O14 0.14750 -6.50740 -3.84602  -0.665
H34 0.66386 -6.45122 -3.02808  0.403
H35 -0.51455 -5.80588 -3.75355  0.270
O15 0.74750 6.65169 -0.46420  -0.696
H36 1.26386 6.70787 0.35374  0.316
H37 0.08545 7.35321 -0.37173  0.343
O16 2.16397 8.87068 -0.14868  -0.593
H38 1.91577 8.28703 -0.88119  0.329
H39 2.51707 9.65940 -0.58711  0.301
O17 -7.20128 -3.56222 0.16144  -0.618
H40 -6.44577 -4.13572 0.35925  0.305
H41 -7.65614 -3.47244 1.01233  0.301
O18 -0.61862 -1.29856 -4.76227  -0.591
H42 -1.41588 -1.82476 -4.60007  0.305
H43 0.06610 -1.96029 -4.94186  0.303
O19 -6.60758 -4.13941 -4.06769  -0.626
H44 -6.09121 -4.08323 -3.24975  0.332
H45 -7.26962 -3.43789 -3.97522  0.302
O20 4.48138 -2.83531 0.51935  -0.601
H46 3.68412 -3.36151 0.68156  0.310
H47 5.16610 -3.49704 0.33977  0.330
O21 -4.05635 0.50852 6.59256  -0.658
H48 -3.30085 -0.06498 6.79037  0.327
H49 -4.51121 0.59831 7.44346  0.300
O22 5.36285 -4.66321 -1.12003  -0.586
H50 5.79593 -5.52965 -1.14333  0.308
H51 4.87281 -4.62391 -1.95507  0.279
O23 5.47156 -0.16470 -4.01067  -0.587
H52 6.05402 -0.43791 -4.73518  0.302
H53 5.40601 -0.95415 -3.45259  0.294
O24 -2.48276 -8.01562 -2.58176  -0.617
H54 -2.37411 -8.93759 -2.30427  0.317
H55 -1.61154 -7.77130 -2.92854  0.348
O25 7.98096 -3.82399 0.63341  -0.619
H56 7.76992 -2.88169 0.55373  0.305
H57 7.48071 -4.23758 -0.08608  0.322
O26 -1.47881 7.57347 0.75146  -0.551
H58 -1.80335 8.47983 0.64188  0.306
H59 -2.28624 7.03980 0.79863  0.254
O27 1.04518 7.68622 2.12412  -0.597
H60 1.30340 8.61560 2.21578  0.294
H61 0.18301 7.63834 2.56383  0.288
O28 10.94518 -4.71663 0.35841  -0.632
H62 11.20340 -3.78726 0.45007  0.306
H63 10.08301 -4.76452 0.79812  0.316

(5)
The following is a DFT calculation (ωB97M-V with the def2-TZVPD basis set) of a molecular structure, C11H6Br2ClN2O5Pt.

Calculated values
- HOMO-LUMO gap (alpha / beta) (eV) = 6.36 / 6.38
- E_LUMO (alpha / beta) (eV) = 1.597 / 1.591
- total charge = -1

Last column: Mulliken charge in e.
Element x y z (Å)
Pt1 -1.21369 -0.25859 -0.58830  0.743
Br1 0.11491 -0.36019 4.57790  -0.179
C1 1.23071 -0.32739 3.04660  -0.248
C2 2.60511 -0.28399 3.20750  -0.392
C3 3.42601 -0.20759 2.10620  0.004
Br2 5.31331 -0.15349 2.37970  -0.279
C4 2.91271 -0.17959 0.80030  0.836
C5 3.68261 -0.09589 -0.37850  -0.684
C6 3.04471 -0.12779 -1.59290  -0.732
C7 1.65371 -0.24369 -1.64250  -0.078
N1 0.90981 -0.29869 -0.55170  -0.503
C8 1.50291 -0.26049 0.65930  0.196
C9 0.60511 -0.31539 1.78760  0.873
O1 -0.64999 -0.34569 1.61890  -0.946
H1 3.02451 -0.30229 4.20420  0.420
H2 4.75781 -0.00419 -0.30830  0.321
H3 3.60541 -0.09009 -2.51420  0.384
H4 1.12741 -0.27829 -2.58480  0.416
O2 -1.86009 2.12971 -0.50510  -0.417
N2 -1.27889 2.47791 -1.52230  0.364
O3 -0.63609 1.65781 -2.16910  -0.426
Cl1 -6.32639 0.94391 -0.87670  -0.223
C10 -5.35789 -0.50629 -1.13760  -0.312
C11 -4.02779 -0.16849 -1.88110  0.627
O4 -4.01739 0.57881 -2.83400  -0.567
O5 -3.05639 -0.83629 -1.39170  -0.742
H5 -5.95789 -1.18849 -1.73970  0.249
H6 -5.13429 -0.95519 -0.16970  0.296

(6)
The following is a DFT calculation (ωB97M-V with the def2-TZVPD basis set) of a molecular structure, C11H6CdN2O4.

Calculated values
- HOMO-LUMO gap (eV) = 5.76
- E_LUMO (eV) = -9.271
- total charge = +2

Last column: Mulliken charge in e.
Element x y z (Å)
Cd1 -0.19227 -1.34780 -2.30359  1.049
O1 -1.38372 3.93003 -2.85427  -0.095
C1 -1.11698 2.86425 -2.66146  0.083
C2 1.80699 -1.62252 -2.52489  0.302
O2 2.97233 -1.76080 -2.59402  -0.051
C3 -2.27498 -2.21607 -2.42290  0.303
O3 -3.34975 -2.74738 -2.38013  -0.071
C4 -0.52327 -0.50684 -4.78608  0.167
O4 -0.51717 -0.42885 -5.96168  -0.083
N1 0.62898 -1.69734 1.87349  -0.001
C5 0.39274 -1.92829 0.57615  -0.243
N2 0.04775 -0.77844 -0.01737  -0.244
C6 0.05279 0.22724 0.96498  0.114
C7 -0.18066 1.59196 0.92718  -0.068
C8 -0.00549 2.35367 2.10091  -0.634
C9 0.37874 1.73856 3.34088  -0.448
C10 0.61399 0.32738 3.35260  -0.837
C11 0.42903 -0.36727 2.16572  0.804
H1 0.92217 -2.36646 2.52977  0.159
H2 0.51375 -2.89638 0.15582  0.417
H3 -0.47444 2.04243 -0.03640  0.237
H4 -0.17081 3.44419 2.08176  0.379
H5 0.50211 2.38091 4.24481  0.383
H6 0.92816 -0.23622 4.22870  0.378

Q: Number 2 is which compound?
A: C11H5DyN2O5